DFT (the ωB97M-V functional and the def2-TZVPD basis) results for a cluster of 5 separate species, C26H54BN4O10 in total.

Element x y z (Å)
O -2.633 0.479 -5.105
O -2.242 2.827 3.819
O 0.019 -1.558 -1.262
O 7.571 -5.220 1.759
O 4.725 -1.248 2.198
O 3.105 2.219 -1.618
O -1.359 0.442 -1.245
O -7.876 1.578 -0.803
O -7.907 2.883 1.005
O 4.313 3.977 -1.346
N 8.866 -6.340 3.204
N -0.711 1.643 -5.032
N -4.255 3.131 2.872
N 5.252 -2.636 0.527
C 6.426 -6.440 3.468
C 4.277 1.665 1.258
C 1.183 0.734 -2.010
C 6.987 -2.026 2.159
C 3.749 2.989 0.684
C -3.243 3.511 3.699
C -2.210 1.942 -6.948
C 2.116 1.340 -0.997
C 0.284 2.581 -5.513
C -8.204 2.667 -0.114
C -3.494 -0.584 -0.497
C 9.160 -7.192 4.341
C -1.125 -1.817 -0.479
C 3.739 3.082 -0.832
C 6.093 -3.509 -0.276
C -3.418 4.808 4.456
C -9.007 3.666 -0.902
C 7.651 -5.948 2.737
C -1.880 1.290 -5.622
C -5.508 3.823 2.622
C -7.821 0.367 -0.019
C -6.378 -0.114 0.140
C -4.512 -0.442 -1.644
C 5.572 -1.933 1.645
C -5.956 -0.745 -1.219
C -2.104 -0.753 -1.092
B 0.037 -0.073 -1.164
H 3.460 0.955 1.239
H -0.538 1.181 -4.148
H 7.077 -1.407 3.048
H -5.568 4.741 3.199
H -1.563 -2.770 -0.793
H -2.167 -1.115 -2.126
H 7.230 -3.054 2.418
H -5.585 4.061 1.561
H -0.005 3.015 -6.465
H -5.719 0.698 0.417
H 1.522 1.810 -0.223
H -6.337 3.173 2.893
H -2.537 4.975 5.069
H -4.292 4.756 5.108
H 7.098 -3.578 0.118
H 6.435 -6.095 4.503
H 9.719 -8.066 4.002
H 8.251 -7.521 4.834
H 7.690 -1.662 1.408
H 4.429 3.769 1.009
H 0.720 1.512 -2.623
H 6.378 -7.529 3.442
H -3.471 0.342 0.079
H 4.292 -2.508 0.241
H -4.413 0.530 -2.119
H 1.694 0.022 -2.665
H 5.065 1.224 0.656
H -3.167 1.563 -7.295
H -6.407 -0.925 0.864
H -2.283 3.025 -6.834
H -3.781 -1.393 0.176
H 5.543 -6.042 2.978
H -8.667 4.648 -0.593
H 2.791 3.255 1.118
H 9.639 -5.975 2.670
H -8.350 0.456 0.925
H 5.651 -4.505 -0.299
H 4.542 1.748 2.303
H -10.068 3.599 -0.687
H 6.129 -3.113 -1.295
H -8.312 -0.387 -0.625
H 1.238 2.064 -5.629
H -1.449 1.701 -7.693
H -6.618 -0.342 -1.986
H -4.233 -1.195 -2.375
H -4.080 2.260 2.392
H 0.411 3.378 -4.779
H -0.929 -1.719 0.587
H 0.306 0.089 0.053
H -3.525 5.644 3.764
H -6.130 -1.818 -1.190
H -8.833 3.600 -1.971
H 9.774 -6.641 5.056
H 2.654 0.502 -0.571

Forces on atoms 1 to 2 (eV/Å):
O -0.1 0.0 -0.2
O 0.0 0.1 0.1

Charge: -1
HOMO-LUMO gap: 5.504 eV
LUMO level: 1.810 eV
E_HOMO: -0.1357 Eh
E_tot: -54953.124 eV